Density functional theory data (ωB97M-V/def2-TZVPD) for a structure of composition C42H45AsBrClF4N2O5PPbSSi at a distorted geometry.

Element x y z (Å)
1 Pb 1.216 -0.197 -0.873
2 F 4.000 -7.560 -0.719
3 C 3.135 -6.571 -0.616
4 C 2.433 -6.426 0.542
5 F 2.596 -7.284 1.566
6 C 1.472 -5.454 0.660
7 F 0.758 -5.397 1.789
8 C 1.350 -4.503 -0.315
9 P 0.075 -3.195 -0.152
10 C 0.206 -2.792 1.636
11 C -0.866 -2.258 2.344
12 C -0.714 -1.691 3.615
13 C 0.564 -1.673 4.171
14 C 1.665 -2.171 3.474
15 C 1.494 -2.670 2.196
16 C -1.547 -4.001 -0.376
17 C -2.173 -4.820 0.566
18 C -3.523 -5.195 0.477
19 C -4.265 -4.764 -0.651
20 C -3.612 -4.024 -1.667
21 C -2.294 -3.611 -1.464
22 C 2.004 -4.644 -1.539
23 Br 1.543 -3.532 -3.036
24 C 2.892 -5.689 -1.690
25 F 3.415 -6.004 -2.855
26 H -1.911 -2.269 1.899
27 H -1.548 -1.233 4.107
28 H 0.685 -1.267 5.177
29 H 2.653 -2.083 3.910
30 H 2.353 -3.138 1.676
31 H -1.668 -5.294 1.376
32 H -3.977 -5.785 1.260
33 H -5.343 -5.045 -0.733
34 H -4.160 -3.763 -2.549
35 H -1.837 -2.982 -2.189
36 C 0.384 0.309 -5.571
37 N -0.664 0.749 -4.688
38 C -1.568 1.844 -5.045
39 C -0.633 0.292 -3.440
40 O 0.313 -0.406 -3.019
41 H 0.536 1.140 -6.240
42 H 0.097 -0.589 -6.201
43 H 1.292 0.126 -5.068
44 H -2.062 1.553 -5.991
45 H -0.994 2.779 -5.147
46 H -2.323 1.915 -4.253
47 H -1.441 0.573 -2.779
48 N 1.813 2.507 0.929
49 C 0.640 3.042 0.805
50 C 0.363 3.617 -0.557
51 C 1.433 4.214 -1.234
52 C 1.254 4.840 -2.431
53 C -0.014 4.862 -2.978
54 C -1.104 4.283 -2.294
55 C -0.895 3.610 -1.114
56 C -0.447 3.367 1.841
57 C -1.061 2.433 2.679
58 C -1.917 2.851 3.656
59 C -2.192 4.238 3.745
60 C -1.562 5.200 2.898
61 C -0.722 4.712 1.905
62 H 2.404 4.164 -0.745
63 H 2.048 5.261 -2.958
64 H -0.251 5.402 -3.910
65 H -2.104 4.442 -2.684
66 H -1.724 3.112 -0.597
67 H -0.914 1.393 2.475
68 H -2.368 2.130 4.274
69 H -2.936 4.567 4.511
70 H -1.752 6.251 3.138
71 H -0.249 5.321 1.213
72 O 4.200 2.347 -3.023
73 Cl 3.634 1.313 -2.207
74 O 4.272 1.364 -0.905
75 O 3.703 0.033 -2.820
76 O 2.194 1.644 -2.043
77 C 5.299 2.748 1.439
78 As 4.304 1.446 2.274
79 C 4.755 1.421 4.176
80 C 4.579 -0.348 1.588
81 S 2.200 1.899 2.458
82 H 6.364 2.292 1.324
83 H 5.267 3.588 2.104
84 H 4.808 3.106 0.520
85 H 5.788 1.104 4.248
86 H 4.043 0.789 4.714
87 H 4.625 2.461 4.524
88 H 3.619 -0.876 1.534
89 H 5.331 -0.809 2.262
90 H 4.981 -0.233 0.539
91 C -4.166 2.341 0.840
92 Si -3.900 0.531 0.140
93 C -4.869 0.273 -1.483
94 C -4.419 -1.006 1.145
95 C -2.135 0.373 -0.144
96 C -0.936 0.312 -0.412
97 H -5.230 2.593 0.963
98 H -3.895 2.975 -0.005
99 H -3.581 2.552 1.703
100 H -5.879 0.603 -1.431
101 H -4.912 -0.819 -1.767
102 H -4.340 0.807 -2.273
103 H -5.479 -1.235 0.911
104 H -4.166 -0.791 2.125
105 H -3.808 -1.916 0.844

## Properties
E_tot: -9003.92175 Eh
Energy above the lowest of the compared OMol25 structures with the same formula, charge and spin: 0.000 eV
Net charge: +1
Strongest force on any atom: 0.0512 Eh/bohr